ORCA calculation (the ωB97M-V functional and the def2-TZVPD basis) on a structure of composition C35H32Cl2N7O2V.

Summary:
HOMO-LUMO gap (alpha / beta) in eV: 6.49 / 5.45
Lowest unoccupied orbital energy (alpha / beta) in Ha: -0.0917 / -0.0925
Charge: +1
2S+1: 2

XYZ file:
```
79
Properties=species:S:1:pos:R:3:forces:R:3:mulliken_charge:R:1
V -0.40845 1.66205 0.46133 -0.30 -0.18 -1.21 -0.2988
C -0.62726 4.63489 0.59047 0.06 -0.25 -0.18 -0.7210
N 0.29126 3.61102 1.12769 0.25 0.41 0.29 0.4253
C 0.27883 3.57044 2.60912 -0.15 -0.17 -0.16 -0.9897
C -0.93848 2.81130 3.07974 -0.11 0.18 -0.25 0.4442
C -1.48465 2.97268 4.33386 0.01 0.16 0.10 -1.1767
C -2.59585 2.22270 4.69024 0.01 -0.07 0.05 -0.4129
C -3.14357 1.36794 3.75068 -0.09 0.06 0.03 -0.9092
C -2.55388 1.27257 2.50490 0.30 0.07 0.00 -0.3603
N -1.44125 1.95489 2.17243 -0.62 0.00 1.49 0.8389
C 1.66691 3.72771 0.60873 -0.07 -0.26 0.04 -0.9342
C 2.35751 2.38877 0.73990 -0.23 -0.16 -0.09 0.3508
C 3.73331 2.26235 0.75204 0.19 0.02 0.04 -1.1337
C 4.30551 1.00122 0.75467 -0.06 -0.02 -0.04 -0.6262
C 3.46190 -0.10462 0.72014 0.16 0.06 0.04 -1.0909
C 2.10125 0.08462 0.72491 -0.18 0.30 0.04 -0.4211
N 1.52848 1.31494 0.75817 1.45 0.03 0.26 1.0856
C -1.26568 4.13287 -0.68792 0.03 -0.20 0.17 0.6286
C -1.38597 4.91190 -1.82415 -0.09 0.10 -0.06 -1.0634
C -2.03911 4.39211 -2.93162 0.02 0.03 0.04 -0.4462
C -2.57901 3.11679 -2.84893 -0.15 0.07 -0.03 -0.8667
C -2.39347 2.38799 -1.69338 -0.06 0.11 0.32 -0.2495
N -1.71984 2.86122 -0.62791 -0.05 0.75 -0.94 0.4432
H -0.12560 5.59240 0.43611 0.05 0.04 0.00 0.4334
H -1.42473 4.79229 1.31738 -0.01 -0.01 0.05 0.3860
H 0.29937 4.57745 3.03414 0.04 0.05 0.02 0.4654
H 1.17540 3.04639 2.94406 0.03 -0.06 -0.03 0.4729
H -1.04436 3.67914 5.02655 0.01 -0.02 -0.01 0.5153
H -3.02222 2.30519 5.68173 -0.01 0.03 -0.05 0.4469
H -4.02331 0.77881 3.97123 0.03 0.01 -0.01 0.4766
H -2.94157 0.60661 1.74953 0.05 -0.05 -0.04 0.4706
H 2.23349 4.51683 1.11065 0.03 0.07 0.00 0.5550
H 1.59923 3.98511 -0.45370 -0.06 0.06 0.01 0.3699
H 4.35447 3.15028 0.74846 -0.05 -0.02 0.02 0.5250
H 5.38039 0.88184 0.76482 -0.02 0.00 -0.01 0.4324
H 3.85975 -1.10969 0.69123 -0.02 0.01 0.01 0.5252
H 1.41931 -0.75433 0.69945 -0.07 0.02 0.01 0.6591
H -0.98436 5.91732 -1.83308 0.02 -0.04 -0.01 0.4661
H -2.12828 4.97447 -3.83991 -0.03 -0.01 0.04 0.4384
H -3.13951 2.68776 -3.66847 0.07 -0.01 0.01 0.4634
H -2.78343 1.38206 -1.59964 0.10 -0.05 -0.01 0.5799
C 1.12966 -6.77190 1.25845 -0.02 -0.01 -0.01 -0.7934
O 0.34507 -7.21497 0.16525 0.03 -0.01 0.05 -0.4454
C 0.25657 -6.40872 -0.91799 0.06 0.11 0.03 0.8351
C 0.91293 -5.18481 -1.04521 0.04 0.11 -0.12 -0.4307
C 0.71690 -4.41738 -2.18558 0.29 -0.23 0.01 -0.1506
C -0.11445 -4.86050 -3.20613 -0.02 0.08 0.16 -0.1751
C -0.69895 -6.11551 -3.10510 -0.19 0.00 -0.09 -0.3499
C -0.53625 -6.87145 -1.96211 -0.13 -0.14 -0.06 -0.5809
N -0.31565 -4.10608 -4.41165 0.57 -0.38 0.05 -0.6555
N -0.44012 -2.87868 -4.39103 -0.69 0.43 -0.19 -0.3136
C -0.71426 -2.16119 -3.18276 0.18 -0.11 0.08 -0.6042
C -1.58137 -2.60825 -2.22094 -0.48 0.14 0.10 -0.5246
C -1.80087 -1.89828 -1.02414 -0.13 -0.16 -0.13 -1.0464
C -1.13325 -0.72231 -0.79034 0.26 0.16 -0.04 0.4386
O -1.19822 -0.01857 0.33870 -0.63 -0.98 -0.28 -0.4523
C -0.31539 -0.19505 -1.82819 0.12 0.20 0.11 1.0584
N 0.26364 1.02051 -1.55751 -0.23 -0.23 -0.07 0.6041
C 1.06459 1.52862 -2.46296 0.05 0.05 -0.01 -0.3194
C 1.33876 0.89773 -3.69220 0.06 0.11 -0.06 -1.4059
C 0.75986 -0.30309 -3.97885 -0.03 -0.07 -0.06 -0.7806
C -0.10703 -0.89588 -3.02864 0.30 0.12 0.04 0.8826
H 1.03039 -7.53079 2.02795 0.00 -0.02 0.00 0.2445
H 0.76599 -5.81671 1.64533 -0.02 0.01 0.00 0.3126
H 2.18167 -6.67611 0.98074 0.02 0.00 -0.02 0.3277
H 1.57963 -4.82275 -0.27529 -0.02 -0.03 -0.01 0.4051
H 1.24674 -3.47828 -2.29784 -0.04 -0.05 0.09 0.4516
H -1.31670 -6.47710 -3.91871 0.05 0.00 0.01 0.4108
H -1.01462 -7.83685 -1.85788 0.02 0.02 -0.01 0.4458
H -2.11989 -3.53093 -2.39980 0.07 0.00 0.16 0.4937
H -2.47908 -2.27344 -0.26762 0.04 -0.08 -0.05 0.5657
H 1.53177 2.47912 -2.22539 -0.01 0.02 -0.02 0.3687
H 2.00522 1.37602 -4.39732 -0.01 0.00 0.03 0.4738
H 0.94782 -0.80782 -4.91802 -0.02 -0.01 0.04 0.5151
Cl -0.47511 -1.65389 5.62611 0.00 0.00 0.02 -0.1549
C 0.92779 -0.79263 4.99148 -0.14 -0.02 -0.05 -0.4757
Cl 0.56999 -0.01763 3.43294 0.08 -0.12 0.31 0.0000
H 1.72912 -1.50286 4.84094 0.05 -0.03 -0.01 0.3334
H 1.20455 -0.01980 5.69560 0.03 0.04 0.03 0.2938
```
Positions in Å, forces in eV/Å.



ORCA calculation (the ωB97M-V functional and the def2-TZVPD basis) on a cluster of 2 separate species, C5H14N2O in total.

Summary:
HOMO-LUMO gap in eV: 8.13
Lowest unoccupied orbital energy in Ha: 0.0293
Charge: 0

XYZ file:
```
22
Properties=species:S:1:pos:R:3:forces:R:3:mulliken_charge:R:1
C 0.59562 -0.48596 -0.39157 -1.28 -2.00 -1.97 1.2885
C -1.31225 0.30075 -0.07090 3.96 -1.70 -1.72 0.0501
C -0.59855 1.36121 0.59028 -5.30 2.77 4.28 -0.4848
C 0.66249 -0.42319 -1.90933 0.22 -0.45 -0.12 -1.8666
C 1.95016 -0.11093 0.19349 -0.59 0.81 0.53 -1.7928
N 0.27458 -1.85790 0.03079 0.32 -0.25 0.32 -0.6954
N -1.89158 1.68220 1.66500 1.48 0.62 0.00 -0.5738
O -1.95477 -0.73521 0.47769 0.41 -0.19 0.73 -0.5698
H -1.24525 -1.40477 0.74006 -0.39 0.22 -0.57 0.4579
H -1.77599 0.60130 -1.01304 0.28 -0.04 0.02 0.3756
H 0.28020 -2.56172 -0.70581 -0.18 0.38 0.02 0.1995
H 0.86323 -2.22091 0.77242 0.13 0.26 -0.07 0.1971
H -1.83000 1.21806 2.56596 0.04 0.20 -0.50 0.1456
H -2.68104 2.32069 1.59707 0.80 -0.07 -0.36 0.1291
H -0.53226 2.27994 0.02003 0.29 -0.14 -0.45 0.2822
H 0.21279 1.31843 1.30228 0.12 -0.74 -0.15 0.2716
H 2.75189 -0.79244 -0.12264 -0.37 -0.05 -0.13 0.4305
H -0.26590 -0.77307 -2.36424 -0.02 0.15 0.01 0.4742
H 0.87749 0.58916 -2.25085 -0.14 0.06 -0.02 0.3514
H 1.46005 -1.07144 -2.30457 0.10 0.07 0.04 0.4636
H 2.24658 0.89437 -0.10773 0.00 0.07 0.04 0.3925
H 1.91250 -0.12857 1.28561 0.13 0.03 0.08 0.4740
```
Positions in Å, forces in eV/Å.



ORCA calculation (the ωB97M-V functional and the def2-TZVPD basis) on a structure of composition C17H19B2N2O19Pb.

Summary:
HOMO-LUMO gap in eV: 2.49
Lowest unoccupied orbital energy in Ha: 0.0535
Charge: -3

XYZ file:
```
60
Properties=species:S:1:pos:R:3:forces:R:3:mulliken_charge:R:1
Pb -1.04975 1.02539 0.08827 -0.48 0.36 0.94 0.9173
O 3.67314 6.70759 1.35391 1.69 2.70 2.14 -0.5824
C 4.29899 7.50258 2.06711 -0.10 -0.72 -2.66 0.5518
O 4.68865 8.79455 1.73357 -1.33 -2.25 0.47 -0.4314
B 5.44021 9.39317 2.83624 -0.24 -1.17 -0.48 0.8914
O 5.52450 8.34505 3.88384 -0.47 -1.10 -0.88 -0.4510
C 4.94639 7.17909 3.43544 -0.71 0.42 2.70 0.6065
O 4.79539 6.18998 4.13379 0.60 1.69 -1.88 -0.5662
O 4.81977 10.64763 3.32218 0.76 0.84 0.48 -0.4087
C 5.78175 11.54448 3.46901 0.23 4.02 2.79 0.5600
O 5.75323 12.65678 4.11330 -0.30 -4.76 -2.94 -0.6503
C 7.06594 10.98162 2.80089 2.89 0.48 -1.10 0.6223
O 6.77155 9.76785 2.34375 0.22 0.92 0.68 -0.4861
O 8.18036 11.51358 2.65253 -3.16 -0.96 0.67 -0.6562
O -2.99950 -4.90462 5.63735 -3.07 -1.74 -1.60 -0.5960
C -3.86280 -5.57047 5.04132 2.78 0.35 0.75 0.6075
O -4.18435 -6.84443 5.30858 -0.86 0.78 0.43 -0.4543
B -5.13739 -7.38041 4.29250 0.73 0.28 1.04 0.9150
O -5.13416 -6.37586 3.23975 -0.49 0.13 -0.09 -0.5045
C -4.47110 -5.28970 3.62275 1.04 1.14 -0.30 0.5585
O -4.20873 -4.32616 2.94456 -0.67 -0.96 0.62 -0.5768
O -4.59315 -8.69001 3.91506 -2.55 -0.82 -0.63 -0.4106
C -5.65679 -9.54682 3.83974 1.06 -2.17 0.34 0.5505
O -5.59761 -10.71490 3.46324 -0.20 2.68 0.56 -0.6128
C -6.90375 -8.86696 4.53774 -3.42 -2.44 -0.23 0.6477
O -6.58935 -7.64785 4.81118 1.44 0.72 -0.22 -0.4476
O -8.02310 -9.43146 4.74537 4.12 1.91 -0.68 -0.6769
O -5.13223 3.10846 0.02822 -0.02 -0.33 -0.29 -0.8988
H -5.94461 2.69746 -0.32622 0.60 0.09 0.17 0.1711
O -1.50657 2.39408 4.61704 0.19 0.33 -0.40 -0.7613
H -1.20923 3.32097 4.70076 -0.12 -0.51 -0.17 0.2241
C 4.37717 -2.00886 1.31357 -1.72 0.77 1.07 -0.5311
O 3.22983 -1.47752 1.94120 1.34 -0.41 -1.04 -0.6736
H 4.17882 -2.43967 0.33216 -0.16 -0.33 -0.45 0.1802
H 5.22081 -1.33158 1.18062 0.23 0.74 -0.05 0.1920
H 4.80526 -2.79484 1.93572 0.12 -0.68 0.27 0.1799
C 7.52033 -1.40457 -4.91665 1.68 0.92 1.43 -1.1982
C 6.98478 -0.54772 -6.04193 -0.18 -0.96 -1.36 -0.3424
C 6.57418 0.83864 -5.58427 -0.97 -0.17 1.73 -0.4401
C 5.29160 0.67318 -4.91402 -4.28 0.33 1.31 0.1965
N 4.22779 0.60051 -4.41278 3.17 0.05 -1.42 -0.4346
H 7.05784 -1.17474 -3.95677 -0.90 -0.24 -0.17 0.3310
H 8.50974 -1.04036 -4.64002 0.56 -0.06 -0.33 0.3362
H 7.63203 -2.48700 -4.97976 -0.48 0.15 -0.65 0.3372
H 6.15075 -1.12509 -6.44087 -0.53 0.53 -0.11 0.3169
H 7.60910 -0.43232 -6.92792 0.68 -0.26 0.29 0.3075
H 6.48388 1.68746 -6.26208 0.25 -0.44 -0.39 0.3344
H 7.13661 1.16347 -4.70890 0.98 0.16 -0.34 0.2553
C -8.78119 -1.47511 -3.18698 -0.15 -0.30 1.56 -1.1036
C -8.06223 -2.78463 -3.51132 -0.53 1.51 -1.16 -0.4332
C -7.09921 -2.45204 -4.69192 -0.27 -2.26 0.66 -0.4606
C -5.98825 -1.64242 -4.27569 3.21 3.32 1.40 0.2912
N -5.11885 -0.93218 -3.90057 -2.84 -2.53 -1.34 -0.4032
H -8.00824 -0.73111 -2.99431 -0.20 0.21 0.18 0.3420
H -9.31406 -1.67696 -2.25778 -0.05 0.47 0.25 0.3005
H -9.53185 -1.02934 -3.83959 0.27 -0.51 -0.64 0.3189
H -8.77263 -3.56016 -3.79761 0.12 -0.07 -0.19 0.3068
H -7.54547 -3.12444 -2.61377 0.25 0.05 -0.24 0.3139
H -7.63042 -2.04851 -5.55394 0.08 0.11 0.13 0.2890
H -6.67380 -3.42275 -4.94659 0.17 -0.01 -0.62 0.2391
```
Positions in Å, forces in eV/Å.



Total energy
In order: -3750.93039, -383.50323, -2440.87773
Unit: Eh
ΔE to the lowest compared entry with this formula, charge and spin
In order: 25.8, 123.9, 209.5
Unit: kcal/mol
Max |F|
In order: 1.62, 7.35, 5.60
Unit: eV Å⁻¹